a) Below is a 2-piece molecular cluster, C5H8N2O overall, with properties calculated with ωB97M-V/def2-TZVPD.

For the LUMO energy, the calculation gives 0.538 eV. The charge is 0.

CARTESIAN COORDINATES (ANGSTROEM)
H: 1.46473 -1.12870 1.34506
H: 1.94451 0.51258 -0.08052
H: -0.85828 -1.11049 -0.59539
H: -1.29593 -0.74182 2.24209
H: -0.63272 -2.61289 1.62589
C: -0.67041 1.50223 -1.86852
H: 0.76462 -0.11284 -2.57647
H: 0.25618 1.26996 1.11650
O: 0.73959 -1.24199 2.50177
C: -0.37033 -0.58781 0.31128
H: -0.74345 2.21319 -2.89128
C: -0.33787 1.01292 0.10541
C: 0.88529 0.19370 -0.43020
C: -0.45720 -1.37039 1.70646
N: 0.36165 0.41922 -1.78380
N: -1.05039 1.78312 -0.72829

The molecule's Löwdin atomic charges, reported in e, are given here: 0.2679 0.1514 0.1392 0.1291 0.1581 -0.1565 0.1231 0.1773 -0.2183 -0.1365 0.1822 -0.3242 -0.2074 -0.3106 -0.0376 0.0627

---

b) Below is one molecule with the formula C5H8N2O, with properties calculated with ωB97M-V/def2-TZVPD.

Its SMILES is [H]/N=C1/O[C@H]2C[C@H]2N1C. For the LUMO energy, the calculation gives 0.847 eV. The charge is 0.

CARTESIAN COORDINATES (ANGSTROEM)
H: -0.93266 -1.88084 1.71903
H: 1.57354 0.92031 -0.51947
C: 1.14797 -0.46228 1.53008
N: 0.19142 -0.16180 0.49935
H: -0.47355 2.42044 -1.60112
C: 0.46305 0.75821 -0.57630
C: -0.43167 0.26796 -1.76208
N: -1.41337 -1.80095 0.86430
H: -0.14904 0.12609 -2.78184
H: 2.03119 -0.92883 1.04161
C: -0.84128 -0.99259 0.07652
H: 0.82331 -1.10083 2.28345
O: -1.12108 -0.89024 -1.29403
H: -1.54499 1.66912 -0.40215
H: 1.36763 0.49123 1.97780
C: -0.69047 1.56500 -1.05515

The molecule's Löwdin atomic charges, reported in e, are given here: 0.0078 0.1618 -0.0315 -0.1053 0.0872 -0.1831 -0.1749 0.1491 0.1397 0.1083 -0.4432 0.0572 0.0411 0.1269 0.0908 -0.0317

---

In kcal/mol, relative to the most stable structure: a) 123.7; b) 0.0.

---

a) Below is one molecule with the formula C7H12O, with properties calculated with ωB97M-V/def2-TZVPD.

Its SMILES is CC/C=C/C=C(/C)O. For the LUMO energy, the calculation gives 0.827 eV. The charge is 0.

CARTESIAN COORDINATES (ANGSTROEM)
H: 1.19075 -0.37650 -1.76392
H: 3.86098 -0.98188 -0.44182
H: 3.46100 0.92664 -0.45964
C: 0.85356 -0.53405 -0.82659
H: -3.75320 2.01486 0.49430
C: -2.73900 0.36365 -0.46181
H: -1.07101 -1.46958 0.17099
H: 1.89589 -1.42018 1.78589
C: -0.55433 -0.65184 -0.47814
H: -1.04944 1.35077 -1.34104
H: -1.94160 1.99477 0.64785
C: -2.92298 1.32786 0.68861
H: -3.51647 0.50227 -1.20378
C: -1.32473 0.33040 -0.81982
H: 3.66429 0.12897 0.97056
H: -2.92643 -0.73226 -0.10829
C: 3.27246 -0.08370 -0.05706
H: -3.10805 0.81207 1.61693
C: 1.80469 -0.37947 0.08674
O: 1.61940 -0.62339 1.35505

The molecule's Löwdin atomic charges, reported in e, are given here: 0.0793 0.1052 0.0804 -0.0557 0.0602 -0.3120 0.1508 0.1177 -0.1138 0.1636 0.1129 -0.1128 0.0993 -0.1994 0.0831 0.1223 -0.0376 0.0626 -0.4402 0.0341

---

b) Below is a 2-piece molecular cluster, C7H12O overall, with properties calculated with ωB97M-V/def2-TZVPD.

Its SMILES is C=C/C=C/CC=C.O. For the LUMO energy, the calculation gives 0.845 eV. The charge is 0.

CARTESIAN COORDINATES (ANGSTROEM)
H: 1.93846 -2.18736 -1.10515
H: -2.21588 -0.14975 2.49934
H: -1.67295 1.20609 -2.37410
C: -1.74665 -0.18139 1.49305
H: 1.86327 1.68928 -0.54077
C: 0.19728 0.97894 0.59890
C: 1.60936 -1.22745 -0.82595
C: 1.69908 1.03044 0.33197
H: -0.38798 0.43243 -1.90460
C: 2.26855 -0.31330 -0.08223
H: -2.01060 -0.83364 -0.55072
H: 3.23889 -0.63540 0.21850
C: -2.41309 -0.62837 0.44111
H: 0.32015 -0.56959 2.06195
C: -0.30326 0.03524 1.39855
H: -3.41549 -0.96051 0.44279
H: -0.52023 1.56491 0.05373
O: -1.28705 0.30732 -2.23158
H: 2.22293 1.41107 1.25918
H: 0.61519 -0.96896 -1.18397

The molecule's Löwdin atomic charges, reported in e, are given here: 0.0410 0.1069 0.0744 -0.1795 0.1087 -0.1376 0.0209 -0.1945 -0.0002 -0.1697 0.0435 0.0792 0.0113 0.1227 -0.1407 0.0403 0.0960 -0.0816 0.1238 0.0351

---

c) Below is one molecule with the formula C7H12O, with properties calculated with ωB97M-V/def2-TZVPD.

Its SMILES is C=C/C=C/CCCO. For the LUMO energy, the calculation gives 0.835 eV. The charge is 0.

CARTESIAN COORDINATES (ANGSTROEM)
H: -1.54691 1.64062 -2.09566
H: 1.09898 0.29166 -0.24179
C: -0.60121 0.49035 0.93481
C: 2.00647 -2.18059 0.36946
H: -2.51328 1.56327 0.70102
H: -0.11875 -2.05569 1.42921
H: -0.09468 2.16114 -1.03559
H: 3.70238 -2.82197 -0.88816
H: -1.66446 3.62099 -0.16712
C: 0.45574 -0.38457 0.35498
H: 2.71437 -1.68861 1.01779
H: -1.01735 0.00514 1.88014
H: -0.14479 1.44381 1.12072
C: 0.69487 -1.61469 0.76428
C: -1.20670 1.96717 -1.04203
H: -2.37234 0.05385 -0.21516
C: 2.52732 -2.92766 -0.65903
C: -1.71947 0.87375 0.09886
O: -2.00948 3.03549 -0.94962
H: 1.80927 -3.47347 -1.37710

The molecule's Löwdin atomic charges, reported in e, are given here: 0.1351 0.1240 -0.2949 -0.2157 0.1496 0.1337 0.1188 0.0961 0.1525 -0.1373 0.0813 0.1349 0.1007 -0.1243 -0.3129 0.1017 -0.0163 -0.1831 -0.1152 0.0711

---

In kcal/mol, relative to the most stable structure: a) 13.4; b) 0.0; c) 30.0.